12
Properties=species:S:1:pos:R:3:forces:R:3:nbo_charge:R:1 method="wB97M-V/def2-TZVPD" lumo_energy_ev=-4.61 orbital_gap_ev=10.518 e_tot_ha=-318.89781 homo_energy_ev=-15.132 charge=+1
C 2.05950 -0.68068 -0.65570 -1.567 -0.993 -0.242 0.374
C 0.09181 0.10439 0.00869 6.666 -3.669 -2.136 0.472
N 2.22394 0.47068 -0.12922 2.011 0.435 -0.246 -0.247
N 1.04040 0.94416 0.17709 -3.151 2.747 1.873 -0.186
N -1.25232 0.11813 -0.27361 -2.282 0.810 0.081 -0.739
O 0.75263 -1.04114 -0.61895 -0.824 0.227 0.300 -0.428
H 2.80736 -1.29076 -1.17660 -0.540 0.069 0.555 0.253
H -1.85247 0.58440 1.74620 0.813 -0.178 1.846 -0.028
H -1.21215 0.23418 2.04204 -1.125 0.619 0.061 0.115
H -1.88649 -0.02431 0.66812 1.319 0.026 -2.647 0.466
H -1.39398 -0.45781 -1.10166 -0.425 -0.908 0.195 0.480
H -1.37822 1.03877 -0.68641 -0.895 0.815 0.359 0.469


18
Properties=species:S:1:pos:R:3:forces:R:3:nbo_charge:R:1 method="wB97M-V/def2-TZVPD" lumo_energy_ev="-2.00 / -1.61" orbital_gap_ev="6.965 / 7.171" e_tot_ha=-326.92100 homo_energy_ev="-8.964 / -8.777" charge=0
C -0.82652 -1.19711 -0.75888 0.096 0.057 0.043 -0.636
C -0.88190 0.32084 -0.46589 -0.282 0.205 0.081 -0.130
C -1.75476 0.63647 0.75688 -0.203 -0.028 0.102 -0.598
N 0.27184 1.12204 -0.13105 -0.085 -0.394 0.072 -0.089
C 1.81543 -0.31915 0.71331 0.138 -0.465 0.270 -0.585
C 1.55599 0.79749 -0.51035 0.304 0.502 -0.233 0.211
O 1.60698 0.55111 -1.77934 0.310 -0.843 0.348 -0.606
H -0.61364 -1.78365 0.14323 0.030 0.233 -0.125 0.205
H -1.83419 -1.49320 -1.07588 0.181 0.125 0.009 0.222
H -0.12541 -1.48984 -1.54567 -0.037 0.277 0.131 0.246
H -1.32372 0.79709 -1.35649 0.073 0.085 0.156 0.249
H -1.70030 1.71463 0.91915 -0.291 -0.151 0.087 0.228
H -2.79244 0.31614 0.65575 0.069 -0.059 -0.056 0.213
H -1.30764 0.14904 1.63236 -0.210 0.043 -0.091 0.201
H 1.25810 -0.05422 1.61752 0.152 0.038 -0.152 0.219
H 1.49338 -1.30788 0.38337 0.049 0.316 -0.189 0.226
H 2.88024 -0.33262 0.95611 -0.110 0.156 -0.295 0.228
H 2.27855 1.57283 -0.15413 -0.184 -0.096 -0.159 0.194


48
Properties=species:S:1:pos:R:3:forces:R:3:nbo_charge:R:1 method="wB97M-V/def2-TZVPD" lumo_energy_ev=-4.70 orbital_gap_ev=7.542 e_tot_ha=-1072.12925 homo_energy_ev=-12.247 charge=+1
C 1.31478 1.04756 1.13401 0.131 -1.650 0.228 -0.286
O 1.88227 1.82067 0.07616 -0.393 0.351 0.512 -0.560
C 1.94635 3.21494 0.38931 -0.103 0.195 0.350 -0.070
C 0.56321 3.93745 0.33080 0.282 0.573 -0.155 -0.429
C -0.13687 3.84196 -1.08701 -0.143 -0.605 0.601 -0.458
C -0.90661 2.50140 -1.10874 -2.956 -1.374 0.406 0.046
C -0.41408 1.26336 -1.66703 1.869 1.307 -0.579 0.085
N -1.00725 0.05763 -1.68592 0.184 2.287 0.410 -0.240
N -2.21077 -0.10964 -1.18762 -0.390 0.516 0.256 -0.141
C -2.77597 0.97504 -0.68091 -1.419 1.284 1.053 -0.004
C -2.27288 2.34951 -0.53609 2.750 -1.304 -1.861 0.085
C -3.04385 3.53224 0.08839 0.225 -0.938 -0.690 -0.570
C -4.10907 3.12945 1.15435 -0.249 0.959 0.756 0.781
O -3.99498 3.60526 2.24022 0.271 -0.162 -0.013 -0.477
O -5.18166 2.28245 0.91473 0.739 0.315 -0.971 -0.729
H 1.66735 1.37116 2.14868 -0.393 -0.023 -0.877 0.194
H 1.66170 -0.02866 1.00473 -0.368 1.329 0.044 0.233
H 0.18818 0.99609 1.09788 0.909 0.389 0.145 0.150
H 2.65958 3.67096 -0.34887 -0.680 -0.378 0.719 0.204
H 2.35250 3.31808 1.43614 -0.210 0.114 -1.013 0.193
H 0.74747 5.02355 0.55848 -0.151 -0.977 -0.197 0.242
H -0.13922 3.56440 1.12397 0.693 0.224 -0.642 0.212
H -0.85973 4.69575 -1.17898 0.568 -0.916 -0.081 0.243
H 0.60742 3.92408 -1.91855 -0.618 -0.213 0.707 0.250
H 0.59531 1.31093 -2.14499 -0.981 -0.271 0.518 0.263
H -0.54240 -0.74918 -2.11562 -0.296 0.266 0.326 0.454
H -3.81385 0.81558 -0.29528 1.069 -0.104 -0.398 0.257
H -3.51777 4.13391 -0.73602 0.312 -0.608 0.635 0.277
H -2.28718 4.19332 0.58309 -0.923 -0.585 -0.243 0.276
H -5.90825 2.73366 0.44842 0.325 -0.132 0.115 0.513
C 2.72407 -2.95831 -0.10621 -0.133 -0.098 -0.035 -0.248
O 1.52574 -2.62198 0.58554 -0.192 0.278 -0.193 -0.754
H 3.40190 -2.10572 -0.06813 -0.092 0.018 0.111 0.172
H 3.19730 -3.81782 0.37286 0.132 0.014 -0.146 0.177
H 2.49452 -3.19238 -1.14670 0.209 -0.075 0.000 0.173
H 0.94480 -3.39160 0.53790 0.150 -0.008 0.220 0.482
C 3.00863 -5.65986 -2.76340 -0.213 -0.226 0.022 -0.250
O 1.80699 -5.32789 -2.07388 -0.138 0.037 0.014 -0.740
H 3.68101 -4.80432 -2.72230 -0.087 -0.001 0.048 0.180
H 3.48753 -6.51723 -2.28542 0.154 0.035 -0.115 0.172
H 2.78685 -5.89374 -3.80715 0.195 -0.002 -0.033 0.169
H 1.22859 -6.09694 -2.12232 0.032 0.127 0.053 0.471
C -0.67753 -3.00026 2.82919 -0.036 -0.277 0.297 -0.247
O -0.02737 -4.25261 2.65267 -0.016 0.004 -0.140 -0.732
H -0.58235 -2.42702 1.90886 0.057 -0.052 0.044 0.175
H -1.73673 -3.15956 3.04801 -0.032 0.197 0.009 0.165
H -0.20586 -2.45084 3.64753 -0.115 0.189 -0.062 0.168
H -0.12182 -4.74483 3.47520 0.070 -0.028 -0.159 0.472


9
Properties=species:S:1:pos:R:3:forces:R:3:nbo_charge:R:1 method="wB97M-V/def2-TZVPD" lumo_energy_ev=0.79 orbital_gap_ev=12.155 e_tot_ha=-229.30483 homo_energy_ev=-11.367 smiles=O.O.O charge=0
O 2.72833 4.61777 3.78388 -2.317 -0.725 2.690 -0.970
H 2.38911 4.65426 2.92894 -0.559 0.206 -2.201 0.469
H 3.64993 4.68252 3.78874 2.301 1.012 -0.584 0.481
O 5.26775 5.44236 3.56936 0.015 0.694 -0.087 -0.961
H 5.56162 6.11092 4.20042 -0.002 -0.201 -0.108 0.483
H 5.72073 4.62856 3.77664 0.426 -0.549 0.207 0.496
O 4.71927 2.62444 3.93895 -1.237 0.904 1.162 -0.950
H 4.24062 2.75546 3.11623 0.152 -0.307 -0.451 0.469
H 4.03109 3.04224 4.54045 1.221 -1.033 -0.627 0.483


39
Properties=species:S:1:pos:R:3:forces:R:3:nbo_charge:R:1 method="wB97M-V/def2-TZVPD" lumo_energy_ev=0.39 orbital_gap_ev=8.300 e_tot_ha=-1369.42346 homo_energy_ev=-7.907 charge=0
C -6.03956 -2.34151 0.89814 -0.609 -0.567 -1.208 -0.653
C -4.45483 -2.00541 0.78519 -3.055 -0.769 0.493 -0.106
O -4.26825 -1.31331 -0.45980 -0.816 4.523 3.273 -0.504
C -4.50292 0.08361 -0.07521 -0.556 1.169 0.202 0.803
O -4.95345 0.55428 1.04641 2.663 -2.751 -6.330 -0.598
C -4.00213 0.96243 -1.47377 -0.789 6.610 15.913 -0.410
C -2.66446 1.48531 -1.13855 2.480 -1.874 0.620 0.134
C -2.26527 2.69403 -0.71888 -2.850 0.347 -0.634 -0.471
S -0.67144 3.09990 -0.36790 0.551 -3.666 -0.935 0.322
C -0.56556 1.26217 -0.83463 4.359 -4.070 0.691 0.307
N 0.78981 0.69431 -0.62602 -3.200 -1.480 -1.637 -0.502
N 0.90688 -0.73266 -0.86702 -0.315 3.073 1.675 -0.184
C 1.96657 -1.34193 -0.50957 1.700 -2.557 -3.045 0.033
C 3.45414 -1.02202 -0.36949 -6.702 7.214 6.083 -0.122
C 4.37319 -1.67086 -0.96697 7.560 0.745 -2.387 -0.205
C 5.85507 -1.20357 -0.99300 -4.586 -0.852 3.027 -0.220
C 6.10483 -0.19101 -0.02701 1.898 -6.140 -6.208 -0.228
C 5.13304 0.50933 0.42577 -5.455 8.128 7.215 -0.306
C 3.71035 0.31201 0.54467 6.681 -6.082 -5.486 0.390
O 2.84097 1.02707 1.09996 -3.638 -0.804 1.031 -0.487
C 3.14066 1.98639 2.11660 -2.223 1.470 -15.018 -0.169
N -1.54082 0.41028 -1.16285 -0.054 6.780 0.942 -0.440
H -6.36076 -2.78352 -0.30345 0.817 0.747 4.054 0.209
H -6.28966 -3.02412 1.88429 0.605 1.331 -2.940 0.224
H -6.69634 -1.39793 0.99523 1.351 -1.363 -0.034 0.225
H -4.15984 -1.41066 1.69458 0.113 -0.772 -1.184 0.212
H -3.94125 -2.91937 0.60710 0.589 -0.753 0.519 0.193
H -4.69431 1.70476 -1.53474 -1.952 2.135 -0.531 0.221
H -3.89207 0.46640 -2.16442 1.142 -9.686 -12.505 0.183
H -2.97328 3.46126 -0.65563 -1.037 1.100 0.109 0.227
H 1.56253 1.24342 -0.32486 0.229 0.255 0.193 0.392
H 1.91732 -2.40344 -0.92411 -0.310 0.962 0.975 0.178
H 4.11597 -2.34599 -1.70555 -0.594 -1.882 -1.039 0.216
H 6.52538 -1.94672 -1.36705 0.694 0.197 -0.318 0.213
H 7.09860 -0.02237 0.07814 2.729 1.218 0.870 0.218
H 5.53662 1.49698 1.10582 -1.073 -2.561 -1.750 0.166
H 3.83032 1.72586 2.51029 13.907 -6.442 11.084 0.167
H 2.34740 2.32220 2.34612 -9.997 4.537 4.166 0.187
H 3.72659 2.57440 1.43217 -0.256 2.533 0.055 0.184